(1)
{"formula": "C5H16N3", "method": "ωB97M-V with the def2-TZVPD basis set", "symbols": ["C", "C", "C", "N", "H", "H", "H", "H", "H", "H", "H", "H", "N", "C", "C", "N", "H", "H", "H", "H", "H", "H", "H", "H"], "coordinates": [[1.145, 2.124, -2.257], [1.155, 2.316, -0.738], [-0.964, 2.025, 0.514], [0.135, 1.502, -0.114], [1.357, 1.085, -2.507], [0.176, 2.428, -2.646], [1.903, 2.772, -2.707], [2.121, 2.070, -0.286], [0.951, 3.371, -0.538], [-1.745, 1.375, 0.867], [-0.981, 3.093, 0.658], [0.249, 0.495, -0.318], [-1.446, -2.540, 2.304], [-1.120, -2.284, 0.916], [0.299, -1.707, 0.832], [0.601, -1.167, -0.507], [-0.989, -3.367, 2.666], [-2.441, -2.648, 2.442], [-1.786, -1.503, 0.537], [-1.177, -3.137, 0.224], [0.323, -0.889, 1.555], [0.991, -2.501, 1.116], [1.436, -1.575, -0.901], [-0.194, -1.340, -1.112]], "homo_energy_ev": [-5.05, -9.27], "lumo_ev": [0.9, 0.9], "total_energy_ev": -9912.638, "gap_ev": [5.96, 10.18], "spin_multiplicity": 2, "s_squared": 0.754, "de_lowest_ev": 0.147}


(2)
{"formula": "C5H16N3", "method": "ωB97M-V with the def2-TZVPD basis set", "symbols": ["C", "N", "C", "N", "H", "H", "H", "H", "H", "H", "C", "C", "N", "C", "H", "H", "H", "H", "H", "H", "H", "H", "H", "H"], "coordinates": [[-0.190, -0.463, 2.240], [1.349, -2.707, 1.921], [0.998, -1.919, 0.869], [0.339, -0.815, 0.917], [-0.941, 0.317, 2.171], [0.596, -0.064, 2.892], [-0.608, -1.342, 2.731], [1.445, -2.280, 2.826], [2.133, -3.305, 1.686], [1.270, -2.249, -0.129], [-2.293, 0.768, -0.871], [-1.039, 1.598, -1.120], [0.134, 0.650, -1.323], [1.375, 1.289, -1.830], [-2.208, 0.207, 0.058], [-3.121, 1.462, -0.727], [-2.501, 0.132, -1.726], [-1.127, 2.138, -2.060], [-0.753, 2.203, -0.268], [-0.158, -0.040, -2.012], [0.267, 0.114, -0.377], [1.353, 1.456, -2.905], [2.201, 0.605, -1.643], [1.479, 2.242, -1.318]], "homo_energy_ev": -13.34, "lumo_ev": -2.6, "total_energy_ev": -9908.872, "gap_ev": 10.77, "total_charge": 1, "de_lowest_ev": 0.844}


(3)
{"formula": "C5H16N3", "method": "ωB97M-V with the def2-TZVPD basis set", "symbols": ["C", "C", "C", "C", "H", "H", "H", "H", "H", "H", "H", "H", "H", "H", "C", "N", "N", "N", "H", "H", "H", "H", "H", "H"], "coordinates": [[-2.338, -0.424, -0.597], [1.143, -0.987, -2.276], [-1.316, -0.850, -1.650], [0.121, -0.561, -1.223], [-3.365, -0.644, -0.933], [-2.255, 0.659, -0.406], [-2.153, -0.962, 0.348], [0.958, -0.449, -3.221], [1.060, -2.070, -2.467], [2.170, -0.767, -1.940], [-1.419, -1.935, -1.846], [-1.520, -0.316, -2.599], [0.224, 0.524, -1.027], [0.325, -1.095, -0.275], [0.837, 0.988, 2.011], [1.757, 0.629, 1.116], [1.209, 1.546, 3.163], [-0.456, 0.788, 1.754], [1.471, 0.201, 0.232], [2.749, 0.782, 1.314], [2.201, 1.699, 3.360], [0.502, 1.821, 3.850], [-1.162, 1.064, 2.441], [-0.742, 0.360, 0.871]], "homo_energy_ev": -14.93, "lumo_ev": -3.0, "total_energy_ev": -9909.716, "gap_ev": 11.91, "total_charge": 1, "de_lowest_ev": 0.000}


(4)
{"formula": "C5H16N3", "method": "ωB97M-V with the def2-TZVPD basis set", "symbols": ["C", "N", "C", "N", "H", "H", "H", "H", "H", "H", "H", "H", "H", "C", "C", "C", "N", "H", "H", "H", "H", "H", "H", "H"], "coordinates": [[-0.414, 1.667, -1.129], [-0.037, 2.218, -2.462], [0.929, 1.401, -0.341], [0.610, 1.012, 1.113], [-1.033, 0.771, -1.223], [-1.004, 2.412, -0.544], [-0.095, 1.526, -3.217], [-0.659, 2.991, -2.745], [1.505, 2.298, -0.361], [1.496, 0.574, -0.762], [1.478, 0.789, 1.618], [0.118, 1.743, 1.633], [0.126, 0.097, 1.176], [-2.150, -1.295, 0.428], [-0.696, -1.517, 0.186], [0.164, -1.917, 1.151], [1.580, -2.136, 1.006], [-2.425, -1.751, 1.385], [-2.339, -0.197, 0.583], [-2.783, -1.698, -0.376], [-0.265, -1.316, -0.816], [-0.289, -2.218, 2.111], [2.118, -2.177, 1.873], [1.983, -1.534, 0.292]], "homo_energy_ev": -12.38, "lumo_ev": -3.2, "total_energy_ev": -9907.618, "gap_ev": 9.14, "total_charge": 1, "de_lowest_ev": 2.098}


(5)
{"formula": "C5H16N3OsS", "method": "ωB97M-V with the def2-TZVPD basis set", "symbols": ["C", "Os", "N", "H", "H", "H", "H", "H", "H", "H", "H", "S", "C", "N", "C", "C", "C", "N", "H", "H", "H", "H", "H", "H", "H", "H"], "coordinates": [[-1.222, 1.181, -2.011], [-0.025, -0.465, -2.431], [1.186, -1.768, -3.502], [1.186, 0.577, -2.643], [2.119, -1.376, -3.642], [-1.124, 0.056, -3.589], [-1.477, 1.806, -2.878], [-0.554, 1.791, -1.373], [-2.118, 0.961, -1.414], [1.302, -2.650, -3.003], [0.813, -1.992, -4.426], [-0.699, -1.494, -0.726], [-0.310, -0.622, 0.768], [-1.307, -0.170, 1.529], [-1.112, 0.459, 2.835], [0.256, 1.099, 2.881], [1.333, 0.132, 2.444], [0.957, -0.466, 1.164], [-2.243, -0.414, 1.210], [-1.211, -0.304, 3.619], [-1.905, 1.197, 2.966], [0.465, 1.435, 3.899], [0.273, 1.985, 2.237], [1.467, -0.665, 3.187], [2.290, 0.638, 2.302], [1.658, -0.932, 0.598]], "homo_energy_ev": [-9.80, -13.06], "lumo_ev": [-2.8, -4.5], "total_energy_ev": -23207.228, "gap_ev": [7.04, 8.51], "spin_multiplicity": 5, "s_squared": 6.012, "total_charge": 1, "de_lowest_ev": 0.346}


(6)
{"formula": "C5H16N4", "method": "ωB97M-V with the def2-TZVPD basis set", "symbols": ["C", "N", "N", "H", "H", "H", "H", "H", "H", "C", "C", "C", "C", "N", "N", "H", "H", "H", "H", "H", "H", "H", "H", "H", "H"], "coordinates": [[-0.205, 0.111, 2.311], [1.518, 0.290, 0.794], [-1.157, 1.049, 2.294], [-1.014, 1.951, 2.714], [2.070, -0.562, 0.794], [2.152, 1.084, 0.843], [-1.866, 0.954, 1.581], [-0.461, -0.878, 1.989], [0.592, 0.258, 3.022], [-1.477, -0.321, -1.484], [-0.136, -2.001, -0.237], [0.738, 0.371, -0.471], [-0.478, -0.530, -0.368], [1.639, -0.011, -1.568], [0.424, 1.816, -0.580], [0.061, 2.000, -1.508], [1.110, -0.281, -2.390], [2.266, 0.747, -1.818], [-0.327, 2.037, 0.068], [-2.358, -0.952, -1.334], [-1.839, 0.709, -1.561], [0.555, -2.218, 0.588], [-1.096, -0.592, -2.499], [0.330, -2.441, -1.140], [-1.041, -2.588, -0.043]], "homo_energy_ev": [-5.34, -5.34], "lumo_ev": [0.5, 0.5], "total_energy_ev": -11401.222, "gap_ev": [5.84, 5.84], "de_lowest_ev": 4.314}


(7)
{"formula": "C5H16N4", "method": "ωB97M-V with the def2-TZVPD basis set", "symbols": ["C", "C", "C", "C", "C", "N", "N", "N", "N", "H", "H", "H", "H", "H", "H", "H", "H", "H", "H", "H", "H", "H", "H", "H", "H"], "coordinates": [[-1.232, -0.757, 0.539], [0.891, 0.535, -0.355], [0.849, -0.622, 0.437], [0.771, 1.890, 0.285], [0.538, 0.490, -1.814], [-1.328, -1.287, 1.855], [-1.554, -1.731, -0.450], [-1.999, 0.432, 0.385], [2.910, -0.083, -0.148], [-0.958, -2.223, 1.966], [-2.189, -1.150, 2.385], [-2.421, -2.244, -0.292], [-1.446, -1.436, -1.413], [-2.964, 0.290, 0.085], [-1.940, 1.069, 1.170], [3.296, 0.753, 0.294], [3.186, -0.043, -1.131], [1.074, -0.524, 1.492], [0.985, -1.592, -0.023], [0.975, 1.857, 1.356], [1.466, 2.593, -0.181], [-0.232, 2.295, 0.122], [-0.497, 0.822, -1.951], [0.650, -0.511, -2.230], [1.170, 1.177, -2.382]], "homo_energy_ev": [-6.56, -6.57], "lumo_ev": [0.8, 0.8], "total_energy_ev": -11401.062, "gap_ev": [7.34, 7.34], "de_lowest_ev": 4.474}


(8)
{"formula": "C5H16N5", "method": "ωB97M-V with the def2-TZVPD basis set", "symbols": ["C", "C", "C", "C", "C", "N", "N", "N", "N", "N", "H", "H", "H", "H", "H", "H", "H", "H", "H", "H", "H", "H", "H", "H", "H", "H"], "coordinates": [[-1.113, 1.747, -0.360], [0.352, 1.363, -0.437], [-2.113, 0.810, -0.974], [0.924, 0.240, 0.585], [1.273, -1.123, 0.061], [-1.819, -0.571, -0.591], [2.114, 0.720, 1.142], [1.989, -1.314, -1.089], [-2.006, -0.939, 0.808], [0.862, -2.066, 0.851], [-1.410, 1.816, 0.665], [-1.194, 2.932, -0.529], [0.611, 1.127, -1.561], [0.964, 2.240, -0.076], [-3.167, 1.010, -0.848], [-1.833, 0.944, -2.077], [0.300, 0.063, 1.530], [2.485, 0.061, 1.829], [2.863, 1.138, 0.701], [2.097, -0.462, -1.708], [2.222, -2.243, -1.673], [-2.737, -1.676, 0.787], [-2.266, -0.212, 1.473], [1.089, -3.100, 0.692], [0.392, -1.854, 1.678], [-0.878, -0.650, -0.878]], "homo_energy_ev": -12.21, "lumo_ev": -3.0, "total_energy_ev": -12886.400, "smiles": "NNCCC[C@H](N)C(N)=[NH2+]", "gap_ev": 9.17, "total_charge": 1, "de_lowest_ev": 1.862}


(9)
{"formula": "C5H16NO", "method": "ωB97M-V with the def2-TZVPD basis set", "symbols": ["C", "C", "C", "C", "C", "N", "H", "H", "H", "H", "H", "H", "H", "H", "H", "H", "H", "H", "H", "H", "H", "H", "O"], "coordinates": [[-0.547, -0.981, 0.509], [0.398, -0.191, -0.358], [0.145, 1.318, -0.230], [1.850, -0.481, 0.086], [2.848, -0.408, -1.108], [-1.979, -0.986, 0.014], [-0.571, -0.530, 1.524], [-0.265, -2.009, 0.755], [0.203, -0.377, -1.420], [0.887, 1.836, -0.843], [-0.821, 1.704, -0.553], [0.318, 1.642, 0.795], [2.180, 0.224, 0.849], [1.953, -1.524, 0.400], [2.538, -1.138, -1.867], [3.001, 0.624, -1.396], [3.771, -0.849, -0.716], [-2.286, -1.979, -0.033], [-2.707, -0.411, 0.498], [-2.072, -0.634, -0.958], [-2.198, 1.847, 1.530], [-3.669, 1.980, 1.193], [-2.977, 1.320, 1.329]], "homo_energy_ev": [-3.06, -11.63], "lumo_ev": [0.7, 0.4], "total_energy_ev": -8978.783, "gap_ev": [3.72, 12.08], "spin_multiplicity": 2, "s_squared": 0.750, "de_lowest_ev": 1.402}


(10)
{"formula": "C5H16NO2", "method": "ωB97M-V with the def2-TZVPD basis set", "symbols": ["C", "C", "C", "C", "C", "N", "H", "H", "H", "H", "H", "H", "H", "H", "H", "H", "H", "H", "H", "H", "O", "H", "H", "O"], "coordinates": [[-0.268, -0.860, -0.987], [0.968, -1.196, -0.127], [0.637, -2.252, 0.918], [-0.951, -0.675, 2.176], [-0.495, -1.875, 1.828], [-0.470, 0.602, -1.311], [-0.228, -1.391, -1.947], [-1.156, -1.298, -0.529], [1.437, -0.265, 0.222], [1.760, -1.484, -0.836], [0.441, -3.236, 0.480], [1.550, -2.484, 1.474], [-0.669, 0.297, 1.793], [-1.838, -0.704, 2.792], [-0.914, -2.750, 2.325], [-1.125, 1.036, -0.642], [-0.890, 0.698, -2.232], [0.480, 1.013, -1.286], [2.457, 2.486, -2.291], [1.237, 3.207, -1.838], [1.521, 2.316, -2.079], [-1.492, 2.955, 1.431], [-0.973, 3.266, -0.008], [-1.019, 2.594, 0.676]], "homo_energy_ev": -12.86, "lumo_ev": -3.2, "total_energy_ev": -11022.803, "gap_ev": 9.66, "total_charge": 1, "de_lowest_ev": 1.078}